[1]
C19H32N3O3RuSSi2 as an isolated structure. Source: the Open Molecules 2025 dataset; level of theory: ωB97M-V with the def2-TZVPD basis set.

Calculated values
**Expectation value of S²**: 8.759
**LUMO energy (alpha / beta)**: 0.137 / -0.410 eV
**E_HOMO (alpha / beta)**: -5.3 / -8.4 eV
**Energy relative to the best compared isomer or geometry (same formula, charge and spin)**: 37.2 kJ/mol
**Spin multiplicity**: 6

Last column: Mulliken charge in e.
Positions of all 61 atoms, in Å:
Ru -0.173 -0.147 -0.748  0.32
C -0.637 1.540 4.723  -0.94
N -0.166 0.493 3.826  0.14
C -0.237 -0.894 4.274  -0.89
C -0.028 0.706 2.500  0.28
O 0.122 -0.224 1.718  -0.04
C -0.058 2.163 2.043  -0.99
O 0.107 2.290 0.656  -0.35
C 1.281 2.884 0.169  -0.99
C 2.240 1.821 -0.375  0.78
O 2.023 0.636 -0.117  -0.66
N 3.279 2.219 -1.118  0.18
C 4.164 1.227 -1.712  -1.00
C 3.657 3.605 -1.330  -1.02
H -0.539 1.185 5.745  0.32
H -1.687 1.793 4.548  0.31
H -0.035 2.442 4.633  0.33
H -0.067 -0.917 5.348  0.39
H 0.529 -1.478 3.772  0.23
H -1.207 -1.343 4.051  0.30
H 0.705 2.726 2.589  0.53
H -1.031 2.586 2.306  0.35
H 1.792 3.460 0.948  0.53
H 0.991 3.573 -0.626  0.42
H 3.759 0.237 -1.538  0.20
H 5.162 1.297 -1.274  0.34
H 4.232 1.410 -2.785  0.33
H 2.894 4.292 -0.982  0.35
H 3.808 3.782 -2.396  0.35
H 4.590 3.831 -0.809  0.33
C -3.173 0.201 1.663  -1.01
Si -2.589 -0.324 -0.051  0.60
C -3.807 0.388 -1.279  -1.20
C -2.770 -2.213 -0.107  0.36
C -4.045 -2.724 0.173  -0.41
C -4.307 -4.085 0.181  -0.77
C -3.282 -4.978 -0.097  -0.78
C -2.015 -4.494 -0.384  -0.45
C -1.727 -3.121 -0.398  0.48
Si 0.067 -2.637 -0.808  0.74
C 1.125 -3.355 0.563  -1.07
C 0.552 -3.498 -2.391  -1.21
H -4.224 -0.075 1.794  0.56
H -3.094 1.283 1.812  0.27
H -2.594 -0.306 2.439  0.01
H -4.805 -0.025 -1.098  0.36
H -3.515 0.135 -2.300  0.32
H -3.862 1.476 -1.198  0.28
H -4.862 -2.041 0.390  0.22
H -5.304 -4.448 0.400  0.38
H -3.472 -6.044 -0.096  0.38
H -1.229 -5.210 -0.606  0.24
H 1.016 -4.445 0.555  0.42
H 0.803 -2.982 1.537  0.11
H 2.183 -3.113 0.434  0.33
H 0.312 -4.565 -2.317  0.36
H 1.626 -3.406 -2.569  0.31
H 0.017 -3.081 -3.245  0.37
S -0.083 1.368 -2.737  -0.46
C -0.753 0.019 -3.504  0.38
N -1.250 -0.917 -3.971  -0.55

=====

[2]
One molecule with the formula C4H10O3 in a non-equilibrium geometry. Source: the Open Molecules 2025 dataset; level of theory: ωB97M-V with the def2-TZVPD basis set.

Calculated values
**LUMO energy**: 0.852 eV
**E_HOMO**: -10.0 eV
**Structure (SMILES)**: COC[C@@H](O)CO
**Energy relative to the best compared isomer or geometry (same formula, charge and spin)**: 240.9 kJ/mol

Last column: Mulliken charge in e.
Positions of all 17 atoms, in Å:
C 2.690 0.628 0.133  -0.66
O 1.488 -0.101 0.396  -0.40
C 0.354 -0.315 -0.619  -0.56
C -0.823 -0.584 0.343  0.28
O -0.630 0.551 1.168  -0.71
C -2.292 -0.629 -0.163  -0.63
O -2.676 0.583 -0.764  -0.52
H 3.472 0.362 0.869  0.24
H 2.550 1.716 0.198  0.28
H 3.063 0.354 -0.851  0.29
H 0.040 0.568 -1.210  0.29
H 0.758 -1.103 -1.240  0.38
H -0.658 -1.527 0.887  0.27
H 0.414 0.529 1.190  0.47
H -2.940 -0.851 0.709  0.28
H -2.485 -1.434 -0.888  0.34
H -2.324 1.254 -0.160  0.35

=====

[3]
C4H5CrO2 as an isolated structure in a non-equilibrium geometry. Source: the Open Molecules 2025 dataset; level of theory: ωB97M-V with the def2-TZVPD basis set.

Calculated values
**Expectation value of S²**: 8.762
**LUMO energy (alpha / beta)**: -0.595 / -0.257 eV
**E_HOMO (alpha / beta)**: -7.1 / -7.3 eV
**Energy relative to the best compared isomer or geometry (same formula, charge and spin)**: 92.8 kJ/mol
**Spin multiplicity**: 6

Last column: Mulliken charge in e.
Positions of all 12 atoms, in Å:
O 1.668 -0.989 -2.118  -0.50
C 1.433 -0.523 -0.878  0.05
C 0.537 0.513 -0.808  -0.76
C -0.342 0.707 0.359  -0.32
C -1.080 -0.287 0.905  0.01
O -1.852 -0.207 1.966  -0.85
Cr -2.126 0.765 3.443  0.81
H 1.433 -1.317 -0.124  0.31
H 0.807 1.414 -1.375  0.34
H -0.345 1.690 0.843  0.20
H -1.027 -1.286 0.438  0.33
H 0.895 -0.481 -2.652  0.38

=====

[4]
A 2-piece molecular cluster, C5H8S overall in a non-equilibrium geometry. Source: the Open Molecules 2025 dataset; level of theory: ωB97M-V with the def2-TZVPD basis set.

Calculated values
**Expectation value of S²**: 2.006
**LUMO energy (alpha / beta)**: 0.965 / -2.283 eV
**E_HOMO (alpha / beta)**: -7.3 / -9.0 eV
**Energy relative to the best compared isomer or geometry (same formula, charge and spin)**: 209.5 kJ/mol
**Spin multiplicity**: 3

Last column: Mulliken charge in e.
Positions of all 14 atoms, in Å:
C 0.064 -0.800 -1.217  0.10
C 1.177 0.140 -1.328  -0.09
C -0.497 -1.387 -0.171  -0.75
C -2.620 0.194 2.320  -0.60
C 1.643 0.771 -2.401  -0.78
S -1.712 0.030 3.675  -0.01
H -0.538 -0.879 -2.218  0.18
H 1.518 0.447 -0.386  0.32
H -1.449 -2.004 -0.367  0.17
H -3.157 1.101 2.276  0.30
H -2.955 -0.647 1.745  0.31
H 1.494 0.367 -3.367  0.28
H 2.307 1.546 -2.248  0.29
H -0.325 -1.447 0.883  0.28

=====

[5]
One molecule with the formula C4H7NO in a non-equilibrium geometry. Source: the Open Molecules 2025 dataset; level of theory: ωB97M-V with the def2-TZVPD basis set.

Calculated values
**LUMO energy**: 0.811 eV
**E_HOMO**: -10.8 eV
**Structure (SMILES)**: N#CCCCO
**Energy relative to the best compared isomer or geometry (same formula, charge and spin)**: 113.0 kJ/mol

Last column: Mulliken charge in e.
Positions of all 13 atoms, in Å:
O -0.449 0.618 1.516  -0.54
C -0.925 -0.440 0.698  -0.50
C -0.707 -0.040 -0.760  -0.59
C 0.708 0.541 -0.877  -0.40
C 1.791 -0.324 -0.381  0.28
N 2.645 -0.894 0.154  -0.48
H -0.052 0.256 2.314  0.31
H -1.988 -0.617 0.904  0.34
H -0.368 -1.369 0.884  0.37
H -1.398 0.764 -1.042  0.30
H -0.914 -0.888 -1.426  0.30
H 0.713 1.360 -0.156  0.24
H 0.934 0.956 -1.861  0.36